Entry 1:
Formula: C40H107N3O20
Source: the OMol25 dataset
Level of theory: ωB97M-V with the def2-TZVPD basis set

XYZ file:
```
170
Properties=species:S:1:pos:R:3:lowdin_charge:R:1
C 1.817 -4.857 -2.328 -0.124
O 0.709 -4.900 -1.485 -0.192
C -0.522 -4.995 -2.168 -0.216
C -1.559 -5.399 -1.138 -0.197
N -1.837 -4.286 -0.237 -0.070
C -2.587 -4.713 0.945 -0.171
C -3.164 -3.554 1.732 -0.220
O -3.411 -3.948 3.057 -0.170
C -3.553 -2.842 3.908 -0.102
H 1.936 -5.752 -2.959 0.092
H 2.732 -4.767 -1.749 0.093
H 1.745 -4.037 -3.058 0.076
H -0.498 -5.782 -2.938 0.127
H -0.794 -4.062 -2.685 0.121
H -1.228 -6.320 -0.642 0.127
H -2.487 -5.629 -1.674 0.128
H -0.939 -3.942 0.110 0.091
H -1.920 -5.242 1.634 0.106
H -3.370 -5.399 0.615 0.131
H -4.045 -3.131 1.229 0.113
H -2.392 -2.766 1.770 0.110
H -3.933 -3.173 4.871 0.090
H -4.228 -2.110 3.453 0.085
H -2.583 -2.362 4.098 0.075
C -1.284 3.550 -1.040 -0.102
O -1.095 2.391 -0.269 -0.207
C -2.108 1.399 -0.408 -0.185
C -1.689 0.211 0.448 -0.160
N -0.337 -0.324 0.198 -0.041
C -0.204 -1.031 -1.078 -0.182
C 1.220 -1.528 -1.243 -0.198
O 2.088 -0.408 -1.082 -0.192
C 3.338 -0.631 -1.705 -0.117
H -0.851 3.467 -2.042 0.073
H -0.810 4.376 -0.510 0.085
H -2.355 3.769 -1.139 0.082
H -2.182 1.161 -1.476 0.116
H -3.047 1.750 0.034 0.111
H -2.400 -0.610 0.352 0.110
H -1.640 0.562 1.484 0.113
H 0.362 0.415 0.131 0.104
H -0.503 -0.460 -1.968 0.102
H -0.849 -1.922 -1.123 0.102
H 1.332 -2.081 -2.183 0.099
H 1.484 -2.277 -0.482 0.121
H 3.967 0.248 -1.544 0.073
H 3.207 -0.706 -2.793 0.075
H 3.880 -1.505 -1.319 0.096
C 4.999 0.138 1.782 -0.082
O 4.934 1.504 1.429 -0.174
C 3.606 1.929 1.238 -0.228
C 3.602 3.425 1.391 -0.201
N 3.611 3.740 2.828 -0.060
C 3.500 5.196 3.048 -0.178
C 3.463 5.521 4.522 -0.221
O 2.164 5.301 4.999 -0.229
C 2.009 5.557 6.384 -0.081
H 4.336 -0.061 2.630 0.075
H 6.014 -0.088 2.085 0.089
H 4.631 -0.456 0.939 0.082
H 2.917 1.468 1.951 0.099
H 3.268 1.650 0.231 0.103
H 2.662 3.841 1.019 0.099
H 4.438 3.874 0.848 0.126
H 4.560 3.517 3.141 0.127
H 2.573 5.498 2.559 0.121
H 4.387 5.728 2.679 0.126
H 3.679 6.591 4.635 0.128
H 4.178 4.915 5.088 0.130
H 2.059 6.648 6.534 0.093
H 2.770 5.093 7.020 0.090
H 1.025 5.202 6.678 0.093
C -5.902 2.677 -2.787 -0.050
C -5.904 3.806 -1.777 -0.465
C -7.204 4.605 -1.902 -0.053
O -5.827 3.221 -0.461 -0.074
H -6.618 1.880 -2.594 0.085
H -4.901 2.228 -2.799 0.065
H -6.032 3.026 -3.814 0.089
H -5.017 4.438 -1.921 0.132
H -7.337 5.103 -2.858 0.080
H -7.340 5.287 -1.057 0.076
H -8.009 3.872 -1.770 0.087
H -5.812 3.934 0.189 0.106
C -1.169 1.300 -4.644 -0.041
C -0.370 0.099 -5.072 -0.476
C 1.141 0.272 -4.881 -0.042
O -0.806 -1.084 -4.388 -0.069
H -2.195 0.949 -4.470 0.076
H -1.253 2.029 -5.449 0.087
H -0.814 1.800 -3.744 0.061
H -0.559 -0.074 -6.141 0.134
H 1.671 -0.684 -4.949 0.072
H 1.269 0.636 -3.854 0.074
H 1.651 0.961 -5.552 0.086
H -0.223 -1.782 -4.704 0.084
C 2.831 -5.960 3.186 -0.057
C 2.159 -5.550 1.884 -0.479
C 0.654 -5.689 1.960 -0.057
O 2.499 -4.193 1.603 -0.073
H 3.914 -6.044 3.063 0.076
H 2.529 -6.976 3.466 0.080
H 2.610 -5.258 3.986 0.066
H 2.559 -6.160 1.069 0.132
H 0.186 -5.312 1.062 0.040
H 0.275 -5.161 2.841 0.079
H 0.319 -6.722 2.098 0.093
H 1.742 -3.610 1.803 0.037
C 0.488 -2.728 4.511 -0.048
C 0.435 -1.753 3.359 -0.440
C 1.772 -1.016 3.230 -0.057
O 0.184 -2.458 2.098 -0.114
H 0.621 -2.148 5.427 0.089
H 1.330 -3.412 4.378 0.065
H -0.415 -3.333 4.612 0.073
H -0.371 -1.009 3.462 0.133
H 2.583 -1.711 3.008 0.078
H 1.997 -0.402 4.110 0.089
H 1.750 -0.313 2.391 0.055
H -0.156 -1.740 1.502 0.051
O 8.302 -0.332 -3.052 -0.067
C 6.983 -0.888 -2.942 -0.234
C 6.115 -0.243 -3.981 -0.230
O 5.654 1.054 -3.630 -0.079
H 8.930 -0.930 -2.639 0.083
H 7.017 -1.975 -3.082 0.124
H 6.629 -0.713 -1.917 0.120
H 5.242 -0.872 -4.154 0.114
H 6.658 -0.213 -4.932 0.129
H 6.445 1.540 -3.339 0.115
O 3.922 3.193 -3.423 -0.042
C 3.382 3.298 -2.155 -0.287
C 2.454 4.475 -2.022 -0.251
O 3.183 5.699 -2.028 -0.056
H 4.602 2.493 -3.492 0.045
H 2.773 2.429 -1.850 0.108
H 4.145 3.440 -1.373 0.116
H 1.876 4.351 -1.102 0.100
H 1.755 4.509 -2.869 0.122
H 2.534 6.393 -1.868 0.082
O -5.304 0.661 0.602 -0.090
C -6.602 0.128 0.398 -0.247
C -6.706 -1.372 0.672 -0.238
O -6.343 -2.200 -0.418 -0.088
H -5.261 1.548 0.201 0.032
H -7.276 0.575 1.152 0.118
H -6.981 0.322 -0.613 0.116
H -7.768 -1.517 0.891 0.116
H -6.158 -1.605 1.596 0.112
H -5.355 -2.213 -0.484 0.050
O 1.273 2.583 3.930 -0.097
C 0.561 2.732 2.693 -0.224
C -0.542 3.760 2.858 -0.216
O 0.071 5.040 3.066 -0.091
H 2.193 2.873 3.783 0.040
H 1.279 3.121 1.968 0.089
H 0.148 1.739 2.492 0.100
H -1.191 3.601 3.730 0.120
H -1.233 3.820 2.018 0.100
H 0.663 4.973 3.842 0.047
O -5.856 -1.429 -3.336 -0.061
C -4.558 -0.947 -3.078 -0.260
C -3.566 -1.995 -2.659 -0.208
O -3.722 -2.345 -1.271 -0.117
H -6.172 -1.806 -2.492 0.065
H -4.203 -0.645 -4.070 0.117
H -4.597 -0.050 -2.460 0.100
H -2.544 -1.609 -2.766 0.083
H -3.564 -2.867 -3.322 0.129
H -3.022 -3.003 -1.049 0.048
```

Multiplicity   1
Net charge   0
HOMO-LUMO gap   0.342 hartree
E   -3257.12192 Eh
ΔE to the lowest compared entry with this formula, charge and spin   0.0 kcal per mole
SMILES   COCCNCCOC.COCCNCCOC.COCCNCCOC.CC(C)O.CC(C)O.CC(C)O.CC(C)O.OCCO.OCCO.OCCO.OCCO.OCCO


Entry 2:
Formula: C40H110N4O17
Source: the OMol25 dataset
Level of theory: ωB97M-V with the def2-TZVPD basis set

XYZ file:
```
171
Properties=species:S:1:pos:R:3:lowdin_charge:R:1
C 3.789 1.803 0.908 -0.145
O 3.488 3.152 0.514 -0.079
H 3.892 1.684 1.986 0.077
H 2.933 1.154 0.724 -0.025
H 4.614 1.363 0.348 0.099
H 2.946 3.496 1.227 0.069
C -4.737 1.791 3.707 -0.108
O -3.847 1.139 2.826 -0.219
H -4.813 1.181 4.607 0.107
H -4.454 2.818 3.937 0.100
H -5.735 1.872 3.279 0.085
H -4.386 0.512 2.339 -0.231
C -0.409 4.770 -1.023 -0.198
O 0.821 4.660 -0.304 -0.080
H -0.517 5.746 -1.496 0.118
H -0.554 4.188 -1.933 -0.015
H -1.282 4.506 -0.426 0.020
H 0.878 3.711 -0.174 -0.036
C 1.947 1.204 3.856 0.007
O 2.347 0.098 2.995 -0.178
H 2.540 2.012 3.426 0.095
H 0.875 1.370 3.751 0.108
H 2.247 1.018 4.887 0.095
H 3.284 -0.049 3.142 0.145
O -1.509 4.537 2.605 -0.041
H -2.072 4.221 1.899 0.075
H -1.375 5.464 2.410 0.129
O -3.330 2.450 -2.422 -0.062
H -3.463 2.475 -1.475 -0.044
H -4.212 2.365 -2.786 0.060
O 3.780 -0.730 -0.280 -0.078
H 4.592 -0.805 -0.781 0.085
H 3.330 -1.563 -0.425 -0.037
O -4.345 -0.732 -0.370 -0.022
H -4.101 -0.053 -1.000 0.080
H -3.726 -1.443 -0.533 0.002
O -5.071 0.121 1.625 0.124
H -4.764 0.079 0.719 -0.010
H -5.982 0.408 1.557 0.129
O -2.547 1.523 4.610 -0.140
H -2.037 2.171 4.124 -0.001
H -3.126 1.132 3.955 -0.107
O 0.376 4.666 3.671 -0.047
H 0.317 3.992 4.349 0.025
H -0.417 4.549 3.148 -0.181
O -2.804 -2.573 -1.151 -0.100
H -2.225 -3.149 -1.650 0.040
H -3.062 -1.894 -1.774 0.068
O -3.026 4.333 -0.876 -0.136
H -2.863 4.436 -1.814 0.073
H -2.386 4.907 -0.457 0.014
C 1.127 1.218 -3.757 -0.048
C 0.871 2.718 -4.191 -0.397
C 2.216 3.456 -4.413 -0.119
C 2.956 3.101 -5.734 -0.169
C 1.893 3.261 -6.811 -0.150
C 0.483 2.556 -6.613 -0.427
N -0.052 2.757 -5.310 -0.176
O -1.254 2.146 -5.188 0.038
C -0.484 3.449 -7.525 -0.046
C 0.527 1.064 -7.202 -0.008
C 0.321 3.478 -2.957 -0.086
H 1.887 1.222 -2.975 0.086
H 1.340 0.485 -4.536 0.084
H 0.293 0.875 -3.144 0.032
H 2.134 4.541 -4.471 0.122
H 2.853 3.208 -3.564 0.121
H 3.283 2.061 -5.750 0.107
H 3.695 3.864 -5.977 0.112
H 2.406 2.898 -7.702 0.110
H 1.725 4.330 -6.942 0.111
H -1.535 3.160 -7.534 0.067
H -0.645 4.462 -7.156 0.077
H -0.166 3.525 -8.565 0.076
H 0.417 0.308 -6.425 0.046
H -0.305 0.845 -7.871 0.077
H 1.485 0.762 -7.626 0.077
H 0.921 3.631 -2.060 0.097
H -0.685 3.110 -2.758 0.091
H 0.190 4.527 -3.226 0.112
H -0.922 1.274 -5.412 0.075
C -2.200 2.453 -0.120 -0.037
C -1.528 1.566 0.937 -0.311
C -2.316 0.196 1.142 -0.061
C -1.878 -0.901 0.116 -0.176
C -0.426 -1.118 0.283 -0.142
C 0.452 0.146 -0.048 -0.377
N -0.066 1.357 0.642 0.033
O 0.883 2.518 0.600 0.008
C 1.853 -0.192 0.535 -0.088
C 0.552 0.364 -1.487 -0.090
C -1.625 2.379 2.253 -0.058
H -3.226 2.168 -0.353 0.083
H -1.701 2.167 -1.046 0.103
H -2.069 3.488 0.197 0.048
H -1.973 -0.216 2.091 0.059
H -3.381 0.421 1.087 0.076
H -2.175 -0.686 -0.911 0.100
H -2.369 -1.850 0.330 0.111
H -0.262 -1.907 -0.450 0.076
H -0.219 -1.579 1.248 0.129
H 2.559 0.484 0.052 0.051
H 1.870 0.171 1.563 0.065
H 2.217 -1.200 0.335 0.033
H -0.321 -0.023 -2.012 0.117
H 0.763 1.385 -1.803 0.074
H 1.444 -0.118 -1.888 0.077
H -1.314 1.754 3.091 0.065
H -2.621 2.729 2.526 0.102
H -0.906 3.198 2.245 0.062
H 1.582 2.056 1.068 0.065
C -0.250 -5.089 -3.896 -0.011
C 0.480 -5.403 -2.554 -0.499
C 1.905 -5.923 -2.768 -0.172
C 2.959 -4.903 -3.186 -0.120
C 2.767 -3.759 -2.115 -0.123
C 1.361 -3.168 -1.873 -0.366
N 0.452 -4.301 -1.635 -0.074
O -0.868 -3.933 -1.226 -0.026
C 1.484 -2.308 -0.523 -0.075
C 1.041 -2.272 -3.119 0.006
C -0.079 -6.680 -1.889 -0.045
H -0.158 -5.836 -4.684 0.086
H 0.151 -4.239 -4.449 0.057
H -1.296 -4.811 -3.767 0.082
H 2.226 -6.535 -1.925 0.120
H 1.752 -6.640 -3.576 0.114
H 2.596 -4.506 -4.134 0.096
H 3.974 -5.295 -3.245 0.114
H 3.337 -2.870 -2.381 0.114
H 3.146 -4.044 -1.134 0.124
H 0.949 -1.359 -0.559 0.005
H 1.283 -2.829 0.413 0.143
H 2.545 -2.100 -0.388 0.028
H 1.592 -2.680 -3.967 0.076
H -0.033 -2.348 -3.290 0.087
H 1.257 -1.211 -2.989 0.039
H -1.169 -6.652 -1.914 0.079
H 0.265 -6.926 -0.885 0.093
H 0.128 -7.549 -2.514 0.084
H -0.724 -3.876 -0.278 0.120
C -0.932 -3.128 3.761 -0.032
C -0.675 -1.902 4.563 -0.468
C -1.441 -1.986 5.898 -0.163
C -0.858 -2.833 6.968 -0.186
C 0.650 -2.428 7.229 -0.107
C 1.491 -2.363 5.920 -0.444
N 0.737 -1.603 4.857 -0.092
O 1.374 -1.266 3.714 -0.040
C 2.751 -1.460 6.188 -0.033
C 1.937 -3.788 5.596 -0.035
C -1.320 -0.701 3.854 -0.044
H -0.762 -4.060 4.301 0.069
H -0.362 -3.244 2.839 0.072
H -1.980 -3.133 3.460 0.091
H -1.505 -0.952 6.238 0.124
H -2.465 -2.359 5.887 0.126
H -1.036 -3.854 6.629 0.101
H -1.420 -2.705 7.893 0.109
H 1.033 -3.192 7.905 0.108
H 0.574 -1.470 7.743 0.115
H 2.573 -0.385 6.204 0.058
H 3.172 -1.603 7.183 0.077
H 3.650 -1.561 5.579 0.076
H 2.381 -3.714 4.603 0.080
H 2.580 -4.225 6.360 0.087
H 1.097 -4.451 5.391 0.065
H -0.892 -0.434 2.888 0.061
H -1.040 0.245 4.317 0.073
H -2.408 -0.636 3.834 0.107
H 1.629 -0.349 3.840 -0.109
```

Multiplicity   1
Net charge   0
HOMO-LUMO gap   0.266 hartree
E   -3086.55029 Eh
ΔE to the lowest compared entry with this formula, charge and spin   804.4 kcal per mole


HOMO level in eV, matching the order above: -9.02; -7.26